Record 1
Formula: C28H71BrNO11P
Source: the OMol25 dataset
Level of theory: ωB97M-V/def2-TZVPD

```
113
Properties=species:S:1:pos:R:3:forces:R:3
C -1.525 1.506 5.959 0.196 0.014 0.076
C -0.963 2.905 6.055 0.650 1.649 2.374
O -0.636 3.410 7.134 -0.512 -1.303 -2.526
N -0.816 3.659 4.828 -0.206 -0.564 -0.529
C -2.023 3.616 3.980 -0.250 0.000 0.248
P 0.766 3.655 4.177 0.165 0.089 0.539
Br 1.172 1.438 3.733 -0.224 -0.033 -0.307
C 0.487 4.368 2.458 0.166 0.310 -0.049
O 1.386 3.879 1.487 -0.021 -0.333 0.435
C 0.936 2.832 0.650 -0.399 0.446 -0.239
O 1.029 3.344 -0.651 0.215 -0.329 0.096
C 1.058 2.364 -1.686 -0.311 -0.083 -0.210
C -0.346 2.181 -2.261 0.413 -0.229 0.140
O -0.896 3.409 -2.701 -0.102 -0.205 -0.243
H -1.920 1.268 4.977 -0.080 -0.014 -0.035
H -0.682 0.823 6.129 -0.223 0.141 0.146
H -2.281 1.369 6.734 0.146 -0.072 -0.080
H -1.888 3.060 3.052 0.051 0.001 -0.043
H -2.837 3.128 4.525 0.125 0.140 -0.032
H -2.360 4.638 3.777 0.143 -0.176 -0.135
H -0.542 4.361 2.102 -0.038 -0.175 -0.068
H 0.765 5.419 2.622 -0.102 -0.092 -0.088
H 1.561 1.941 0.780 0.091 0.111 -0.050
H -0.107 2.588 0.903 0.067 -0.053 0.035
H 1.413 1.392 -1.320 0.062 0.079 0.107
H 1.758 2.706 -2.454 -0.118 0.155 0.139
H -0.287 1.510 -3.126 -0.078 0.109 0.103
H -0.973 1.706 -1.498 -0.062 0.070 -0.184
H -0.985 3.946 -1.913 0.187 0.335 0.305
C -0.596 -1.641 0.419 0.018 0.069 -0.089
C -1.512 -0.496 0.812 -0.092 -0.276 -0.012
C -2.592 -0.941 1.782 -0.044 0.192 -0.035
O -2.088 0.108 -0.350 0.031 0.167 0.122
H -1.166 -2.425 -0.088 -0.020 -0.026 0.054
H 0.182 -1.305 -0.264 0.037 -0.005 0.020
H -0.111 -2.079 1.292 0.003 -0.001 0.004
H -0.918 0.293 1.272 0.053 0.115 0.029
H -3.226 -1.705 1.326 0.035 -0.059 0.014
H -3.234 -0.102 2.058 0.026 -0.003 0.004
H -2.164 -1.363 2.689 -0.006 -0.038 0.018
H -2.627 -0.550 -0.797 -0.053 -0.103 -0.026
C 4.969 2.027 2.443 -0.002 0.108 -0.128
C 5.143 3.517 2.192 -0.123 -0.002 -0.053
C 4.945 4.323 3.467 -0.003 0.072 -0.049
O 4.250 3.961 1.172 0.335 -0.083 0.066
H 3.953 1.861 2.800 -0.061 -0.164 0.084
H 5.108 1.464 1.520 0.000 0.003 -0.013
H 5.669 1.652 3.191 -0.002 0.032 0.031
H 6.141 3.709 1.792 0.027 0.023 -0.008
H 3.931 4.173 3.852 0.014 -0.041 0.032
H 5.076 5.387 3.271 0.010 0.006 -0.011
H 5.651 4.021 4.242 -0.003 -0.015 0.016
H 3.342 3.814 1.467 -0.099 0.123 -0.014
C -4.579 4.909 0.355 0.061 -0.064 0.038
C -3.354 5.788 0.157 -0.159 0.006 -0.121
C -3.702 7.102 -0.522 0.093 0.018 -0.011
O -2.352 5.090 -0.582 0.113 -0.049 0.067
H -5.022 4.657 -0.611 -0.027 0.033 -0.005
H -4.304 3.976 0.849 0.009 -0.007 0.006
H -5.335 5.413 0.957 -0.009 0.018 -0.005
H -2.895 5.994 1.126 0.055 -0.003 0.018
H -4.121 6.914 -1.514 -0.047 -0.009 0.013
H -2.810 7.715 -0.647 0.011 0.002 0.015
H -4.435 7.665 0.057 -0.017 -0.008 0.005
H -2.710 4.886 -1.454 -0.122 -0.004 -0.036
C 3.442 -4.862 1.017 0.019 0.087 0.040
C 2.099 -4.372 0.497 0.108 -0.098 -0.139
C 1.467 -5.368 -0.460 -0.058 0.038 -0.108
O 2.236 -3.107 -0.148 -0.019 0.050 0.150
H 4.136 -5.001 0.184 -0.014 -0.044 -0.017
H 3.877 -4.131 1.698 -0.009 0.006 0.013
H 3.341 -5.812 1.542 -0.010 -0.013 -0.007
H 1.429 -4.193 1.341 -0.020 0.064 -0.003
H 2.126 -5.490 -1.325 -0.010 -0.091 -0.009
H 0.509 -4.991 -0.819 -0.013 0.001 0.017
H 1.307 -6.343 0.002 0.046 0.003 0.030
H 2.819 -3.225 -0.907 0.021 -0.017 -0.105
C -2.197 -4.696 4.785 0.039 0.062 -0.079
C -3.131 -3.560 5.169 -0.042 -0.190 0.008
C -4.169 -4.003 6.188 -0.054 0.091 -0.021
O -3.760 -3.014 4.010 0.083 0.116 0.122
H -2.764 -5.511 4.326 -0.013 -0.026 0.041
H -1.457 -4.355 4.061 0.006 0.013 0.008
H -1.674 -5.093 5.656 -0.007 -0.007 0.015
H -2.546 -2.736 5.584 -0.005 0.039 -0.025
H -4.792 -4.798 5.769 0.027 -0.041 0.013
H -4.822 -3.172 6.454 0.008 0.013 0.005
H -3.698 -4.380 7.096 0.014 -0.015 0.001
H -4.291 -3.708 3.608 -0.071 -0.078 -0.049
C 2.440 -6.042 -4.953 0.046 -0.027 0.113
C 2.226 -4.610 -4.490 0.022 -0.051 -0.138
C 1.957 -3.675 -5.656 0.070 0.116 0.123
O 3.348 -4.160 -3.722 -0.188 -0.005 0.171
H 3.309 -6.098 -5.615 -0.025 0.011 -0.050
H 2.626 -6.697 -4.102 -0.018 -0.001 0.012
H 1.572 -6.416 -5.497 -0.004 0.013 -0.019
H 1.385 -4.576 -3.795 0.012 0.014 0.046
H 2.807 -3.660 -6.343 -0.026 -0.045 -0.054
H 1.805 -2.656 -5.299 -0.024 0.001 0.013
H 1.077 -3.980 -6.221 0.010 -0.030 -0.021
H 4.118 -4.170 -4.297 0.107 0.026 -0.057
C -1.007 -2.277 -8.175 0.055 -0.076 0.044
C 0.300 -1.501 -8.228 -0.135 0.025 -0.147
C 0.188 -0.276 -9.122 0.104 0.012 0.007
O 1.370 -2.343 -8.658 0.028 0.031 0.171
H -1.275 -2.634 -9.173 -0.025 0.038 -0.017
H -0.912 -3.146 -7.524 0.003 0.004 0.018
H -1.823 -1.654 -7.805 -0.004 0.016 -0.007
H 0.578 -1.189 -7.220 0.038 -0.017 0.020
H -0.047 -0.578 -10.147 -0.050 -0.003 0.002
H 1.131 0.270 -9.141 0.007 0.006 0.017
H -0.597 0.397 -8.777 -0.016 -0.005 0.003
H 1.168 -2.642 -9.549 -0.007 -0.032 -0.115
```
Forces are in eV/Å.

As for the spin multiplicity: 1. The value obtained for the gap between HOMO and LUMO is 9.374 eV. As for the SMILES: CC(=O)N(C)P(Br)COCOCCO.CC(C)O.CC(C)O.CC(C)O.CC(C)O.CC(C)O.CC(C)O.CC(C)O.


Record 2
Formula: C28H72F6N4O12PRb
Source: the OMol25 dataset
Level of theory: ωB97M-V/def2-TZVPD

```
124
Properties=species:S:1:pos:R:3:forces:R:3
Rb 1.202 -3.075 -1.324 0.517 -0.185 -0.188
P 0.454 0.246 -0.224 0.942 -1.045 1.684
F -0.336 -1.176 -0.372 0.082 0.023 -0.299
F -0.822 0.842 0.616 0.797 -0.233 0.165
F 1.170 -0.403 1.126 -0.891 0.381 -0.804
F 1.286 1.561 -0.005 -0.318 1.353 -0.043
F 1.805 -0.289 -1.080 -1.576 -0.451 -0.238
F -0.303 0.748 -1.532 0.894 0.144 -0.776
C 1.923 1.400 3.331 -0.501 0.229 -0.525
O 2.997 1.800 4.126 0.934 -0.582 0.437
C 2.940 3.142 4.470 0.333 1.001 0.422
C 4.103 3.566 5.354 0.022 -0.290 -0.965
N 5.372 3.698 4.596 -0.498 -0.951 1.365
C 6.323 4.386 5.393 2.397 0.723 0.595
C 7.014 3.676 6.606 -1.846 -0.611 -1.244
O 6.106 3.535 7.725 1.556 0.038 1.122
C 6.777 2.839 8.801 0.616 -0.671 -0.079
H 2.119 1.462 2.261 0.439 -0.031 -0.020
H 1.103 2.102 3.486 -0.567 -0.307 0.236
H 1.648 0.371 3.561 -0.079 0.173 0.104
H 2.028 3.344 5.032 -0.377 0.100 -0.003
H 2.943 3.762 3.574 -0.173 0.258 -0.344
H 4.132 2.835 6.162 0.742 -0.282 -0.180
H 3.939 4.498 5.894 -0.616 0.376 -0.201
H 5.325 4.175 3.707 -0.729 -0.105 0.013
H 6.091 5.411 5.682 -1.128 0.222 0.770
H 7.141 4.699 4.744 0.557 -0.689 -0.307
H 7.950 4.212 6.763 -0.082 0.156 0.801
H 7.241 2.651 6.312 0.351 -0.095 -0.278
H 6.237 2.652 9.729 -0.912 0.746 -0.417
H 7.737 3.233 9.134 0.004 1.085 -0.273
H 7.113 1.832 8.554 -0.390 -0.380 -0.880
C -0.799 2.731 -4.495 0.217 0.194 -0.476
O -2.086 3.243 -4.523 -2.629 -0.896 0.251
C -3.042 2.258 -4.039 0.795 0.044 0.531
C -3.009 2.030 -2.536 1.103 1.483 -0.424
N -4.173 1.358 -2.138 -1.320 -1.167 1.065
C -3.979 0.976 -0.725 -3.039 -1.930 -0.009
C -5.152 -0.037 -0.256 1.409 1.937 2.041
O -4.835 -1.339 -0.594 1.241 -0.893 -1.493
C -5.844 -2.280 -0.521 -0.892 -0.050 0.040
H -0.246 3.385 -5.169 0.548 0.098 0.532
H -0.764 1.749 -4.967 0.053 -0.452 0.113
H -0.450 2.678 -3.463 0.579 0.011 -0.128
H -2.804 1.274 -4.441 0.151 -0.138 -0.703
H -4.090 2.445 -4.276 0.257 0.806 -0.481
H -3.048 2.985 -2.013 0.630 0.265 -0.001
H -2.156 1.425 -2.229 0.471 0.553 -0.136
H -4.224 0.532 -2.718 -0.357 -0.573 0.176
H -4.085 1.875 -0.118 0.313 -0.042 0.064
H -3.047 0.439 -0.549 0.237 0.228 0.134
H -6.156 0.373 -0.370 -0.307 -0.365 -1.565
H -5.199 -0.112 0.830 0.621 0.783 0.712
H -6.367 -2.316 0.435 -0.167 0.535 0.377
H -5.463 -3.299 -0.590 0.367 0.164 -0.598
H -6.556 -2.029 -1.307 -0.421 -0.567 -0.072
C -5.092 -6.600 -0.730 -1.316 -1.073 -1.368
O -3.743 -6.379 -0.813 1.701 -0.162 1.049
C -3.221 -5.788 0.390 1.192 0.298 -1.222
C -1.697 -5.418 0.135 -1.186 -1.061 0.973
N -1.467 -4.120 -0.402 -0.063 1.208 -1.492
C -2.117 -3.815 -1.737 0.613 -0.823 1.063
C -1.650 -4.833 -2.812 -2.517 1.321 0.950
O -0.346 -4.612 -3.191 0.895 0.418 -1.149
C -0.181 -5.062 -4.541 -0.578 -0.032 -0.148
H -5.420 -7.222 0.103 -0.019 0.879 0.938
H -5.395 -7.300 -1.508 0.353 0.093 -0.687
H -5.620 -5.682 -0.987 -0.558 0.112 0.858
H -3.361 -6.391 1.287 0.095 -0.657 -0.181
H -3.807 -4.891 0.594 0.157 0.500 -0.016
H -1.143 -6.151 -0.451 -0.751 -0.308 -0.612
H -1.156 -5.588 1.066 -0.130 0.767 0.458
H -1.655 -3.369 0.247 -0.181 -0.016 0.133
H -1.950 -2.762 -1.962 1.002 -0.034 -0.332
H -3.204 -3.738 -1.725 -0.392 -0.934 0.354
H -2.367 -4.681 -3.619 0.174 0.346 -0.626
H -1.906 -5.857 -2.540 0.536 -0.231 0.494
H 0.713 -4.660 -5.019 0.492 -0.708 0.726
H -0.922 -4.663 -5.233 -0.547 0.317 0.412
H -0.397 -6.130 -4.510 0.888 -0.327 -0.449
C -1.220 -1.835 -5.204 0.238 -0.706 -1.144
O -0.127 -2.477 -5.950 -0.832 0.557 0.797
C 0.945 -1.569 -6.188 -0.920 0.538 1.661
C 1.619 -1.149 -4.861 1.152 0.069 -0.921
N 2.549 -2.178 -4.376 0.527 -0.218 0.393
C 3.734 -1.598 -3.703 0.509 -0.764 0.917
C 4.377 -2.668 -2.742 -0.804 -0.459 0.029
O 4.197 -2.465 -1.368 0.716 0.282 2.556
C 5.085 -1.485 -0.691 -0.837 -0.076 -1.955
H -1.028 -1.660 -4.146 0.199 -0.348 0.004
H -2.097 -2.463 -5.363 0.199 -0.329 0.363
H -1.542 -0.885 -5.631 0.510 0.317 -0.316
H 0.446 -0.712 -6.639 0.619 0.426 -0.323
H 1.695 -2.011 -6.844 -0.281 -0.149 -0.156
H 0.913 -0.854 -4.086 -0.023 -0.090 -0.046
H 2.278 -0.301 -5.050 -0.490 0.707 -0.362
H 2.960 -2.632 -5.179 -0.437 -0.407 -0.268
H 3.424 -0.676 -3.210 0.043 -0.240 0.564
H 4.549 -1.294 -4.361 -0.199 0.089 -0.670
H 5.379 -3.025 -2.980 0.543 0.857 -0.136
H 3.836 -3.609 -2.849 -0.437 0.023 -0.618
H 6.114 -1.772 -0.470 0.062 -0.788 -0.644
H 4.731 -1.142 0.281 -0.893 -0.116 -0.445
H 5.048 -0.741 -1.486 0.646 1.006 0.855
C -2.320 2.231 3.920 1.233 0.906 1.024
C -3.701 2.871 3.739 1.548 -1.397 -1.312
O -4.588 1.793 3.749 -1.914 -0.064 0.170
O -1.908 1.149 3.075 -1.439 0.139 0.705
H -2.381 1.886 4.952 0.495 -0.612 -0.036
H -1.509 2.958 3.873 -0.177 0.479 0.179
H -3.655 3.385 2.779 -0.618 0.276 -0.289
H -3.983 3.564 4.532 0.318 -0.049 0.018
H -4.186 0.965 3.476 0.522 0.195 -0.231
H -1.556 1.477 2.244 0.003 0.115 -0.121
C 0.016 4.586 1.078 1.076 0.057 -0.597
C -0.257 5.991 1.722 -1.319 -3.622 0.968
O -1.417 5.667 2.572 0.678 1.266 0.586
O -0.841 4.209 0.050 -1.402 0.853 -1.180
H -0.103 3.789 1.813 0.170 0.596 0.985
H 1.048 4.478 0.747 0.368 0.424 -0.173
H -0.394 6.937 1.199 0.109 -0.481 -0.528
H 0.603 6.013 2.392 -0.224 0.706 0.330
H -2.227 5.499 2.085 0.281 0.122 -0.605
H -0.581 3.387 -0.371 0.263 -0.110 0.248
```
Forces are in eV/Å.

As for the spin multiplicity: 1. The value obtained for the gap between HOMO and LUMO is 8.317 eV.